[1]
Entry from the OMol25 dataset: a molecular structure, C25H19Cl3N4O10S2SiTi (the ωB97M-V functional and the def2-TZVPD basis).

ORCA input file:
```
! wB97M-V def2-TZVPD RIJCOSX def2/J DEFGRID3
* xyz -1 2
Ti -0.328 -0.002 -0.395
O -3.312 2.677 -0.113
S -2.818 1.369 -0.427
O -1.866 1.266 -1.543
O -2.120 0.679 0.690
C -4.241 0.385 -0.834
C -5.470 0.902 -0.443
C -6.635 0.188 -0.681
C -6.571 -1.043 -1.307
C -5.346 -1.564 -1.696
C -4.172 -0.856 -1.470
S -2.688 -1.643 -2.110
O -2.373 -0.997 -3.348
O -2.998 -3.044 -2.149
O -1.662 -1.393 -1.028
H -5.497 1.866 0.043
H -7.586 0.603 -0.371
H -7.472 -1.613 -1.496
H -5.280 -2.531 -2.173
O -2.034 -4.843 5.179
C -1.275 -3.801 5.607
O -0.923 -3.759 6.755
C -0.932 -2.778 4.584
C -1.691 -2.573 3.435
C -1.322 -1.628 2.500
C -0.163 -0.868 2.679
C 0.594 -1.069 3.843
C 0.207 -2.002 4.781
N 0.204 0.055 1.693
C 0.903 1.133 2.051
C 1.041 2.187 1.147
C 1.723 3.393 1.436
C 1.758 4.388 0.501
C 1.110 4.200 -0.735
C 0.461 3.009 -0.960
N 0.424 2.019 -0.061
H -2.106 -4.810 4.217
H -2.604 -3.131 3.258
H -1.931 -1.469 1.622
H 1.525 -0.537 3.982
H 0.799 -2.170 5.671
H 1.265 1.251 3.064
H 2.203 3.507 2.400
H 2.274 5.316 0.710
H 1.108 4.969 -1.494
H -0.064 2.811 -1.886
O 0.286 0.242 -2.299
N 1.520 0.276 -2.639
N 2.276 0.056 -1.652
O 1.771 -0.200 -0.481
C 3.698 0.003 -1.813
C 4.442 -0.586 -0.807
C 5.820 -0.642 -0.951
C 6.432 -0.116 -2.078
C 5.663 0.472 -3.075
C 4.286 0.539 -2.949
H 3.936 -1.001 0.054
H 6.416 -1.106 -0.176
H 7.509 -0.162 -2.182
H 6.137 0.886 -3.955
H 3.671 0.994 -3.712
Cl 1.334 -2.977 -1.920
Si 0.559 -2.447 -0.045
Cl -0.646 -4.096 0.398
Cl 2.189 -2.770 1.258
*
```

The energy above the lowest of the compared OMol25 structures with the same formula, charge and spin comes out at 71.7 kJ/mol. The molecular weight comes out at 781.9 g/mol. For the highest occupied orbital energy (alpha / beta), the calculation gives -3.9 / -5.8 eV. The total energy comes out at -5251.76515 Ha. As for the expectation value of S²: 0.7681. Its orbital gap (alpha / beta) is 5.88 / 7.31 eV.

Atomic partial charges in e from the natural (NBO) method, atoms 1 to 8:
1 Ti 1.293
2 O -0.943
3 S 2.417
4 O -0.947
5 O -0.953
6 C -0.252
7 C -0.196
8 C -0.216

---

[2]
Entry from the OMol25 dataset: a single C4H6O2 molecule (the ωB97M-V functional and the def2-TZVPD basis).

ORCA input file:
```
! wB97M-V def2-TZVPD RIJCOSX def2/J DEFGRID3
* xyz 0 1
C -1.456 -0.418 -0.535
C -0.563 -0.519 0.679
O -0.756 -1.317 1.571
C 0.621 0.405 0.771
C 1.580 0.447 -0.341
O 0.681 1.513 -0.112
H -1.095 0.314 -1.260
H -1.556 -1.404 -0.996
H -2.451 -0.111 -0.197
H 0.982 0.579 1.784
H 1.388 -0.142 -1.238
H 2.626 0.654 -0.125
*
```

The energy above the lowest of the compared OMol25 structures with the same formula, charge and spin comes out at 161.5 kJ/mol. The molecular weight comes out at 86.1 g/mol. For the highest occupied orbital energy, the calculation gives -9.9 eV. The total energy comes out at -306.44478 Ha. Its orbital gap is 10.82 eV. The structure (SMILES) is CC(=O)[C@H]1CO1.

Atomic partial charges in e from the natural (NBO) method, atoms 1 to 8:
1 C -0.734
2 C 0.564
3 O -0.527
4 C -0.050
5 C -0.094
6 O -0.473
7 H 0.233
8 H 0.242

---

[3]
Entry from the OMol25 dataset: 11 unconnected molecules or ions with the total composition C38H68Cl2O30 (the ωB97M-V functional and the def2-TZVPD basis).

ORCA input file:
```
! wB97M-V def2-TZVPD RIJCOSX def2/J DEFGRID3
* xyz 0 1
Cl -2.598 -1.981 5.417
C -0.963 -1.284 5.381
C -0.041 -2.120 6.218
Cl 0.252 -3.713 5.448
H -1.063 -0.283 5.807
H -0.638 -1.141 4.352
H -0.477 -2.280 7.203
H 0.961 -1.738 6.407
C 5.071 -1.083 1.187
C 3.910 -1.018 0.218
O 3.848 0.401 -0.076
C 4.373 1.052 0.978
O 4.365 2.227 1.147
O 4.928 0.183 1.850
H 6.043 -1.165 0.701
H 4.946 -1.917 1.871
H 2.979 -1.325 0.695
H 4.072 -1.581 -0.693
C 0.690 0.291 0.188
C -0.471 0.744 -0.708
O -1.613 0.537 0.133
C -1.284 -0.217 1.192
O -2.043 -0.629 1.999
O 0.058 -0.396 1.256
H 1.333 1.117 0.496
H 1.315 -0.390 -0.387
H -0.494 0.146 -1.618
H -0.436 1.791 -0.993
C 1.612 3.662 2.183
C 0.675 4.815 2.541
O 1.026 5.160 3.864
C 1.736 4.143 4.418
O 2.011 4.064 5.565
O 2.111 3.253 3.472
H 2.434 3.887 1.515
H 1.065 2.802 1.795
H -0.384 4.569 2.418
H 0.778 5.641 1.831
C 2.277 0.113 4.177
C 3.302 0.111 5.316
O 3.915 -1.165 5.208
C 3.216 -1.963 4.381
O 3.486 -3.092 4.122
O 2.191 -1.285 3.821
H 2.597 0.688 3.312
H 1.281 0.406 4.497
H 2.835 0.297 6.285
H 4.067 0.871 5.185
C -3.988 2.036 -1.760
C -3.884 3.231 -0.844
O -5.128 3.405 -0.156
C -5.224 4.485 0.600
O -4.343 5.276 0.788
O -6.447 4.533 1.113
C -6.747 5.629 1.969
H -4.661 2.221 -2.593
H -4.314 1.142 -1.230
H -2.956 1.845 -2.069
H -3.652 4.129 -1.427
H -3.080 3.137 -0.110
H -7.829 5.693 1.951
H -6.304 6.571 1.649
H -6.359 5.420 2.966
C 0.046 -3.341 -2.291
C 1.297 -2.720 -2.865
O 1.093 -1.309 -2.873
C 2.037 -0.573 -3.467
O 2.983 -0.972 -4.076
O 1.739 0.696 -3.204
C 2.663 1.728 -3.553
H -0.237 -3.010 -1.290
H 0.138 -4.428 -2.253
H -0.821 -3.104 -2.917
H 1.450 -3.149 -3.856
H 2.171 -2.996 -2.271
H 3.240 1.941 -2.658
H 2.059 2.598 -3.813
H 3.225 1.454 -4.445
C -0.910 4.015 -3.117
C -0.564 5.355 -2.477
O 0.845 5.598 -2.277
C 1.587 4.679 -1.690
O 1.202 3.687 -1.102
O 2.855 5.033 -1.823
C 3.836 4.391 -1.026
H -1.937 4.091 -3.485
H -0.909 3.236 -2.364
H -0.256 3.777 -3.955
H -1.060 5.438 -1.506
H -0.894 6.188 -3.091
H 4.809 4.714 -1.383
H 3.754 3.313 -1.108
H 3.759 4.721 0.008
C -1.060 0.582 -5.336
C -0.102 1.191 -6.350
O 1.116 0.422 -6.265
C 2.197 0.805 -6.942
O 3.277 0.332 -6.769
O 1.911 1.773 -7.822
C 3.058 2.363 -8.434
H -1.545 -0.280 -5.801
H -1.866 1.260 -5.053
H -0.537 0.242 -4.446
H 0.131 2.223 -6.087
H -0.523 1.107 -7.348
H 3.738 2.797 -7.704
H 2.667 3.093 -9.134
H 3.615 1.602 -8.983
C -3.904 -3.544 2.453
C -5.339 -3.949 2.738
O -5.498 -5.351 2.456
C -6.487 -5.743 1.662
O -7.347 -5.052 1.182
O -6.386 -7.064 1.485
C -7.474 -7.666 0.801
H -3.625 -3.756 1.422
H -3.210 -4.051 3.125
H -3.772 -2.478 2.639
H -5.981 -3.361 2.086
H -5.542 -3.810 3.797
H -7.180 -8.691 0.620
H -7.681 -7.124 -0.123
H -8.390 -7.596 1.391
C -0.491 -4.527 1.313
C 0.763 -3.889 1.840
O 1.625 -3.557 0.709
C 2.744 -4.237 0.484
O 3.555 -3.869 -0.343
O 2.896 -5.312 1.252
C 4.169 -5.953 1.209
H -1.101 -4.887 2.142
H -0.298 -5.431 0.725
H -1.024 -3.834 0.666
H 1.318 -4.501 2.540
H 0.514 -2.979 2.382
H 4.579 -6.001 0.201
H 4.073 -6.948 1.626
H 4.879 -5.366 1.799
*
```

The energy above the lowest of the compared OMol25 structures with the same formula, charge and spin comes out at 0.0 kJ/mol. The molecular weight comes out at 1075.8 g/mol. For the highest occupied orbital energy, the calculation gives -10.6 eV. The total energy comes out at -4666.46238 Ha. Its orbital gap is 10.87 eV. The structure (SMILES) is CCOC(=O)OC.CCOC(=O)OC.CCOC(=O)OC.CCOC(=O)OC.CCOC(=O)OC.CCOC(=O)OC.O=C1OCCO1.O=C1OCCO1.O=C1OCCO1.O=C1OCCO1.ClCCCl.

Atomic partial charges in e from the Löwdin method, atoms 1 to 8:
1 Cl 0.597
2 C -0.663
3 C -0.631
4 Cl 0.590
5 H 0.077
6 H 0.048
7 H 0.069
8 H 0.058

---

[4]
Entry from the OMol25 dataset: a gas-phase ion, C7H7N2O2S (charge +1) (the ωB97M-V functional and the def2-TZVPD basis).

ORCA input file:
```
! wB97M-V def2-TZVPD RIJCOSX def2/J DEFGRID3
* xyz 1 1
C -1.400 -1.663 0.002
C 0.416 1.886 0.068
C -0.224 -2.306 -0.050
C -0.011 0.620 0.011
C -1.596 -0.232 -0.022
C 1.087 -0.323 -0.001
C 1.968 1.839 0.081
N 0.998 -1.606 -0.093
N 2.202 0.474 -0.008
O -3.266 1.661 -0.476
O -4.189 -0.559 0.076
S -3.131 0.418 0.194
H -2.303 -2.226 0.066
H -0.168 2.713 0.175
H -0.042 -3.257 -0.145
H 2.239 2.414 -0.855
H 2.595 2.305 0.860
H 1.703 -2.317 -0.307
H 3.120 0.158 0.424
*
```

The energy above the lowest of the compared OMol25 structures with the same formula, charge and spin comes out at 260.9 kJ/mol. The molecular weight comes out at 183.2 g/mol. For the highest occupied orbital energy (alpha / beta), the calculation gives -12.4 / -12.5 eV. The total energy comes out at -928.71077 Ha. Its orbital gap (alpha / beta) is 6.99 / 6.63 eV. The structure (SMILES) is O=S(=O)=c1cc[nH]c2c1=CC[NH+]=2.

Atomic partial charges in e from the natural (NBO) method, atoms 1 to 8:
1 C -0.251
2 C -0.059
3 C 0.029
4 C -0.059
5 C -0.336
6 C 0.483
7 C -0.270
8 N -0.511

---

[5]
Entry from the OMol25 dataset: a single C9H8F2N2 molecule (the ωB97M-V functional and the def2-TZVPD basis).

ORCA input file:
```
! wB97M-V def2-TZVPD RIJCOSX def2/J DEFGRID3
* xyz 0 3
C -1.412 -0.949 1.902
C -2.454 -0.208 1.327
C -0.177 -1.065 1.160
C -2.348 0.327 0.038
C 1.156 -0.326 -0.933
C -0.029 -0.371 -0.050
C -1.112 0.338 -0.574
C 0.545 0.627 -2.024
C 1.384 1.491 -2.882
N -0.707 0.869 -1.820
N 2.423 0.079 -0.345
F 2.408 0.722 -3.487
F 2.096 2.310 -2.049
H -1.443 -1.238 2.934
H -3.349 -0.125 1.860
H 0.638 -1.706 1.432
H -3.164 0.897 -0.394
H 1.242 -1.327 -1.500
H 0.868 1.997 -3.721
H 2.310 1.048 -0.103
H 3.064 0.060 -1.125
*
```

The energy above the lowest of the compared OMol25 structures with the same formula, charge and spin comes out at 0.0 kJ/mol. The molecular weight comes out at 182.2 g/mol. For the highest occupied orbital energy (alpha / beta), the calculation gives -6.1 / -9.2 eV. The total energy comes out at -656.85231 Ha. As for the expectation value of S²: 2.0387. Its orbital gap (alpha / beta) is 6.77 / 6.13 eV.

Atomic partial charges in e from the natural (NBO) method, atoms 1 to 8:
1 C -0.172
2 C -0.192
3 C -0.194
4 C -0.209
5 C -0.106
6 C -0.020
7 C 0.142
8 C 0.084

---

[6]
Entry from the OMol25 dataset: 9 unconnected molecules or ions with the total composition C57H130N6O11 (the ωB97M-V functional and the def2-TZVPD basis).

ORCA input file:
```
! wB97M-V def2-TZVPD RIJCOSX def2/J DEFGRID3
* xyz 1 2
C -22.934 22.571 22.651
C -21.981 23.314 21.684
C -21.994 24.739 22.045
O -20.605 23.068 21.747
H -22.501 22.525 23.651
H -23.012 21.514 22.396
H -23.987 22.833 22.558
H -22.324 22.929 20.724
H -21.510 25.345 21.279
H -21.400 24.920 22.941
H -22.960 25.244 22.028
H -20.107 23.521 22.430
C -18.138 19.437 24.674
C -16.787 19.980 24.046
C -15.893 20.710 24.940
O -16.221 18.836 23.586
H -18.822 20.182 25.081
H -17.932 18.642 25.391
H -18.912 19.009 24.038
H -17.058 20.595 23.188
H -15.245 21.357 24.349
H -15.217 19.986 25.395
H -16.273 21.335 25.748
H -16.910 18.176 23.484
C -18.509 21.925 18.679
C -19.067 20.673 19.392
C -18.108 20.219 20.483
O -20.400 20.925 19.870
H -19.343 22.544 18.349
H -17.824 21.810 17.840
H -18.038 22.484 19.487
H -19.180 19.905 18.627
H -17.046 20.458 20.534
H -18.240 19.138 20.512
H -18.394 20.626 21.453
H -20.464 21.737 20.377
C -17.763 15.574 23.813
O -16.992 16.359 23.007
C -16.110 15.601 22.230
C -15.190 16.488 21.267
N -16.082 17.355 20.540
C -15.322 18.317 19.669
C -14.270 17.741 18.773
O -13.718 18.807 18.098
C -12.701 18.407 17.203
H -17.899 14.562 23.431
H -18.733 16.057 23.932
H -17.255 15.617 24.776
H -16.660 14.881 21.624
H -15.413 15.022 22.837
H -14.661 15.837 20.570
H -14.407 16.907 21.899
H -16.434 17.824 21.363
H -15.130 19.227 20.236
H -16.222 18.487 19.077
H -14.617 16.958 18.099
H -13.446 17.245 19.287
H -13.011 18.463 16.159
H -12.373 17.377 17.347
H -11.794 19.007 17.279
C -16.107 26.820 20.840
O -17.414 26.580 21.388
C -17.789 25.179 21.245
C -17.682 24.319 22.510
N -18.767 24.497 23.496
C -18.694 23.457 24.606
C -19.720 23.740 25.696
O -19.643 25.114 26.221
C -20.718 25.516 27.025
H -15.313 26.547 21.535
H -16.053 27.897 20.678
H -15.922 26.321 19.889
H -17.263 24.769 20.383
H -18.870 25.115 21.119
H -16.688 24.546 22.896
H -17.639 23.268 22.224
H -18.442 25.417 23.759
H -17.802 23.756 25.158
H -18.555 22.450 24.212
H -19.659 23.025 26.516
H -20.702 23.710 25.224
H -21.630 25.531 26.427
H -20.582 26.465 27.543
H -21.099 24.797 27.750
C -18.386 19.946 15.112
C -16.973 19.186 15.186
C -16.551 18.794 13.728
C -16.167 19.875 12.723
C -15.068 20.802 13.166
C -15.367 21.346 14.679
N -15.777 20.115 15.505
O -15.674 20.307 16.813
C -14.020 21.901 15.232
C -16.385 22.489 14.596
C -16.993 17.959 16.099
H -18.443 20.307 14.085
H -18.440 20.721 15.876
H -19.279 19.369 15.355
H -15.801 18.013 13.857
H -17.419 18.276 13.320
H -17.007 20.465 12.357
H -15.862 19.293 11.853
H -14.828 21.573 12.434
H -14.243 20.090 13.172
H -13.309 21.087 15.378
H -13.694 22.647 14.508
H -14.035 22.290 16.250
H -17.176 22.235 13.890
H -16.724 22.824 15.576
H -15.992 23.325 14.017
H -17.699 17.169 15.844
H -17.188 18.264 17.127
H -16.058 17.441 16.310
H -14.930 19.757 17.070
C -10.567 23.728 22.252
C -10.553 23.142 20.851
C -10.095 21.594 21.028
C -11.195 20.733 21.601
C -12.603 20.779 20.742
C -13.063 22.273 20.495
N -11.914 23.176 20.243
O -12.358 24.486 20.001
C -13.965 22.194 19.235
C -13.846 22.777 21.729
C -9.470 23.831 20.052
H -11.263 24.566 22.272
H -9.684 24.264 22.601
H -10.680 23.030 23.082
H -9.800 21.285 20.025
H -9.160 21.353 21.534
H -11.411 20.992 22.637
H -10.609 19.816 21.672
H -13.354 20.147 21.216
H -12.446 20.247 19.804
H -14.171 23.242 19.019
H -13.496 22.050 18.262
H -14.932 21.692 19.248
H -14.133 23.828 21.745
H -14.776 22.216 21.635
H -13.144 22.494 22.513
H -9.694 24.893 19.950
H -9.299 23.497 19.029
H -8.466 23.661 20.443
H -11.831 24.867 19.294
C -20.939 15.715 17.855
C -20.169 14.915 18.987
C -20.825 13.491 19.235
C -20.299 12.401 18.243
C -18.802 12.313 18.081
C -18.143 13.672 17.788
N -18.656 14.768 18.783
O -17.974 15.966 18.636
C -16.662 13.448 18.120
C -18.284 14.022 16.227
C -20.242 15.653 20.376
H -20.304 16.551 17.562
H -21.864 16.054 18.320
H -21.188 15.037 17.039
H -20.548 13.094 20.211
H -21.897 13.565 19.052
H -20.758 12.769 17.325
H -20.817 11.444 18.304
H -18.822 11.616 17.242
H -18.419 11.787 18.955
H -15.986 14.263 17.863
H -16.510 13.347 19.195
H -16.294 12.554 17.617
H -19.329 13.785 16.029
H -18.130 15.055 15.914
H -17.712 13.418 15.523
H -21.272 15.897 20.633
H -19.748 16.624 20.376
H -19.785 15.115 21.206
H -17.191 15.907 19.188
C -22.222 21.952 13.627
C -21.979 23.319 14.410
C -23.198 24.272 13.939
C -23.479 25.363 14.900
C -23.790 24.788 16.237
C -22.628 23.943 16.861
N -21.972 23.082 15.876
O -20.791 22.383 16.254
C -21.568 24.897 17.504
C -23.101 23.029 17.972
C -20.736 23.989 13.926
H -23.268 21.647 13.618
H -21.643 21.171 14.121
H -21.877 21.836 12.599
H -23.110 24.653 12.922
H -24.168 23.776 13.966
H -24.354 25.944 14.611
H -22.653 26.052 15.077
H -24.662 24.134 16.233
H -24.170 25.581 16.881
H -22.083 25.610 18.148
H -20.687 24.576 18.060
H -21.054 25.460 16.725
H -23.492 23.611 18.807
H -23.770 22.222 17.673
H -22.191 22.518 18.288
H -20.549 23.829 12.864
H -19.943 23.370 14.345
H -20.505 24.950 14.385
H -21.277 21.668 16.673
*
```

The molecular weight comes out at 1075.7 g/mol. For the highest occupied orbital energy (alpha / beta), the calculation gives -9.1 / -9.1 eV. The total energy comes out at -3405.11721 Ha. As for the expectation value of S²: 0.7543. Its orbital gap (alpha / beta) is 6.53 / 2.66 eV.

Atomic partial charges in e from the Löwdin method, atoms 1 to 8:
1 C -0.037
2 C -0.476
3 C -0.068
4 O -0.078
5 H 0.070
6 H 0.071
7 H 0.085
8 H 0.118